Record 1
Here is a structure of composition C18H45MnO12P2 in a non-equilibrium geometry from the OMol25 dataset. Energies are from ωB97M-V/def2-TZVPD.

Last column: Mulliken charge in e.
Positions of all 78 atoms, in Å:
Mn1 1.443 2.435 -4.825  1.337
O1 1.996 1.713 -3.157  -0.717
H1 1.882 1.062 -2.464  0.386
C1 -1.764 -2.458 2.174  -0.837
O2 -0.521 -1.808 1.982  -0.301
C2 -0.452 -1.185 0.727  -0.472
C3 0.803 -0.375 0.556  0.097
O3 0.856 0.595 1.598  -0.116
C4 2.071 1.321 1.569  -0.278
C5 3.272 0.591 2.149  -0.700
O4 3.279 0.501 3.546  -0.436
C6 2.384 -0.447 4.097  -0.486
H2 -1.706 -3.524 1.911  0.242
H3 -2.642 -2.137 1.606  0.357
H4 -1.950 -2.390 3.246  0.289
H5 -1.335 -0.590 0.452  0.190
H6 -0.457 -1.901 -0.114  0.153
H7 0.715 0.219 -0.364  -0.015
H8 1.676 -1.031 0.516  0.320
H9 1.986 2.287 2.063  0.317
H10 2.332 1.485 0.510  0.165
H11 4.164 1.150 1.850  0.449
H12 3.434 -0.392 1.684  0.312
H13 2.474 -1.452 3.675  0.254
H14 1.363 -0.066 4.006  0.146
H15 2.614 -0.502 5.161  0.276
C7 0.059 4.085 -0.668  -1.045
C8 -1.317 3.462 -0.432  0.361
O5 -2.033 4.307 0.472  -0.085
P1 -3.361 3.744 1.171  0.600
O6 -4.255 3.045 0.240  -0.768
O7 -2.764 2.862 2.357  -0.139
C9 -3.584 2.166 3.341  -0.385
C10 -3.771 0.732 2.849  -0.756
O8 -3.927 5.033 1.897  -0.318
C11 -3.151 5.925 2.693  -0.041
C12 -2.639 7.128 1.899  -1.173
H16 0.548 4.241 0.291  0.236
H17 0.734 3.430 -1.222  0.172
H18 -0.019 5.029 -1.212  0.354
H19 -1.954 3.225 -1.281  0.342
H20 -1.076 2.546 0.120  -0.198
H21 -3.151 2.207 4.333  0.379
H22 -4.542 2.674 3.237  0.361
H23 -2.940 0.401 2.221  -0.102
H24 -3.757 -0.039 3.621  0.427
H25 -4.657 0.687 2.219  0.338
H26 -3.893 6.353 3.365  0.364
H27 -2.251 5.473 3.106  0.191
H28 -2.272 7.891 2.592  0.408
H29 -1.765 6.930 1.272  0.217
H30 -3.363 7.616 1.245  0.313
C13 -0.774 -3.822 -5.603  -1.284
C14 0.436 -3.012 -5.036  -0.184
O9 1.264 -3.780 -4.174  -0.360
P2 1.024 -3.730 -2.571  1.073
O10 -0.290 -3.196 -2.194  -0.698
O11 1.329 -5.186 -2.049  -0.358
C15 1.107 -5.584 -0.678  0.060
C16 2.319 -6.363 -0.215  -1.224
O12 2.268 -2.892 -2.054  -0.309
C17 2.382 -1.507 -2.349  0.079
C18 3.542 -1.433 -3.345  -1.388
H31 -0.396 -4.535 -6.334  0.331
H32 -1.360 -4.305 -4.825  0.322
H33 -1.445 -3.110 -6.087  0.370
H34 1.031 -2.626 -5.857  0.372
H35 -0.109 -2.308 -4.397  0.264
H36 0.980 -4.784 0.056  0.107
H37 0.225 -6.219 -0.772  0.321
H38 2.638 -7.074 -0.977  0.314
H39 3.183 -5.719 -0.044  0.278
H40 2.046 -6.843 0.727  0.390
H41 1.442 -1.125 -2.758  0.360
H42 2.821 -0.949 -1.516  0.199
H43 3.439 -2.024 -4.256  0.348
H44 3.609 -0.400 -3.707  0.282
H45 4.473 -1.722 -2.863  0.352

The value obtained for the energy above the lowest of the compared OMol25 structures with the same formula, charge and spin is 518.7 kJ/mol. For the molecular weight, the calculation gives 570.4 g mol⁻¹. As for the spin multiplicity: 6. As for the net charge: +1. The total energy comes out at -3449.192517 a.u. The largest force on an atom comes out at 3.3 eV/Å. The frontier orbital gap (alpha / beta) is 3.4 / 3.4 eV. The expectation value of S² is 8.76.

***

Record 2
Here is a structure of composition C18H46CrN5O10S3 in a non-equilibrium geometry from the OMol25 dataset. Energies are from ωB97M-V/def2-TZVPD.

Last column: Mulliken charge in e.
Positions of all 83 atoms, in Å:
Cr1 -11.082 20.955 -21.710  0.485
N1 -10.044 17.776 -21.223  0.309
O1 -8.852 17.487 -21.230  -0.423
O2 -10.509 18.887 -20.904  0.162
O3 -10.900 17.069 -21.732  -0.945
C1 -7.410 19.839 -23.930  -0.454
C2 -7.827 20.866 -22.890  0.492
O4 -8.902 20.900 -22.349  -0.348
N2 -6.984 21.854 -22.752  -0.204
C3 -7.365 23.081 -22.006  -0.644
H1 -8.000 20.063 -24.819  0.053
H2 -7.597 18.850 -23.512  -0.115
H3 -6.350 19.956 -24.154  0.443
H4 -6.159 21.905 -23.332  0.240
H5 -6.639 23.890 -21.923  0.374
H6 -7.596 22.744 -20.995  0.021
H7 -8.210 23.583 -22.477  0.247
C4 -15.289 21.453 -21.308  -1.634
C5 -14.349 20.311 -21.416  0.589
O5 -13.095 20.436 -21.534  -0.296
N3 -14.894 19.113 -21.438  -0.103
C6 -14.174 17.812 -21.519  -0.573
H8 -15.692 21.698 -20.325  0.369
H9 -16.136 21.333 -21.984  0.454
H10 -14.830 22.363 -21.693  0.339
H11 -15.870 19.051 -21.186  0.257
H12 -13.858 17.363 -20.577  0.139
H13 -13.244 17.880 -22.084  0.070
H14 -14.871 17.160 -22.045  0.378
C7 -9.040 22.466 -18.278  -1.496
C8 -10.416 22.380 -18.847  0.470
O6 -10.652 21.690 -19.852  -0.450
N4 -11.343 23.249 -18.315  -0.004
C9 -12.717 23.429 -18.851  -0.754
H15 -9.077 22.147 -17.236  0.357
H16 -8.660 23.486 -18.231  0.431
H17 -8.348 21.794 -18.785  0.246
H18 -11.060 23.996 -17.697  0.304
H19 -13.455 23.872 -18.182  0.381
H20 -13.041 22.571 -19.440  0.056
H21 -12.685 24.204 -19.617  0.355
C10 -13.247 14.114 -21.893  -0.900
C11 -11.925 13.458 -21.406  0.763
O7 -11.837 12.200 -21.333  -0.715
N5 -10.901 14.299 -21.451  0.340
C12 -9.468 13.963 -21.329  -0.911
H22 -13.002 14.872 -22.637  0.226
H23 -13.676 14.634 -21.037  0.186
H24 -14.020 13.411 -22.202  0.368
H25 -11.137 15.277 -21.551  0.127
H26 -8.992 14.768 -20.768  0.081
H27 -9.020 13.983 -22.323  0.379
H28 -9.206 12.992 -20.910  0.374
C13 -10.731 19.535 -26.066  -1.073
S1 -11.953 19.292 -24.682  0.387
O8 -11.150 19.852 -23.462  -0.160
C14 -13.186 20.540 -25.214  -0.961
H29 -10.169 20.462 -25.945  0.257
H30 -11.329 19.569 -26.977  0.483
H31 -10.032 18.711 -25.922  0.336
H32 -13.660 20.070 -26.075  0.490
H33 -12.679 21.496 -25.341  0.284
H34 -14.026 20.540 -24.519  0.166
C15 -6.016 15.286 -20.338  -0.449
S2 -5.461 14.840 -22.011  0.398
O9 -6.369 13.699 -22.492  -0.600
C16 -6.160 16.282 -23.004  -0.716
H35 -5.221 15.640 -19.682  0.459
H36 -6.464 14.409 -19.872  0.319
H37 -6.757 16.079 -20.440  -0.186
H38 -5.889 16.006 -24.023  0.436
H39 -5.620 17.130 -22.582  0.371
H40 -7.215 16.444 -22.784  0.025
C17 -9.998 18.215 -17.413  -0.675
S3 -9.884 16.484 -18.069  0.821
O10 -9.597 15.730 -16.783  -0.360
C18 -11.762 16.250 -18.365  -0.552
H41 -9.039 18.505 -16.984  0.437
H42 -10.784 18.267 -16.660  0.443
H43 -10.352 18.863 -18.215  -0.033
H44 -11.889 15.341 -18.953  0.217
H45 -12.082 17.164 -18.864  0.010
H46 -12.206 16.178 -17.372  0.527

The value obtained for the energy above the lowest of the compared OMol25 structures with the same formula, charge and spin is 241.7 kJ/mol. For the molecular weight, the calculation gives 640.8 g mol⁻¹. As for the spin multiplicity: 9. As for the net charge: +1. The total energy comes out at -3977.931169 a.u. The largest force on an atom comes out at 5.1 eV/Å. The frontier orbital gap (alpha / beta) is 3.8 / 2.9 eV. The expectation value of S² is 20.02.

***

Record 3
Here is a structure of composition C18H46Mn2O13P in a non-equilibrium geometry from the OMol25 dataset. Energies are from ωB97M-V/def2-TZVPD.

Last column: Mulliken charge in e.
Positions of all 80 atoms, in Å:
Mn1 0.978 4.700 -13.944  0.800
Mn2 -0.043 3.464 -11.787  0.826
O1 -0.865 4.876 -13.074  -0.792
H1 -1.808 5.050 -12.983  0.180
O2 0.728 2.712 -13.557  0.648
H2 1.043 1.866 -13.894  -0.222
O3 1.556 4.725 -11.944  -0.769
H3 2.158 5.025 -11.255  0.147
C1 -0.908 -3.361 -10.273  -0.485
O4 -2.125 -2.638 -10.240  -0.418
C2 -2.055 -1.344 -10.746  -0.623
C3 -1.790 -1.253 -12.233  -0.235
O5 -0.445 -1.486 -12.616  -0.415
C4 0.446 -0.474 -12.244  0.325
C5 1.796 -0.598 -12.904  -0.701
O6 2.613 -1.639 -12.506  -0.428
C6 2.248 -2.914 -13.012  -0.414
H4 -1.096 -4.288 -9.740  0.326
H5 -0.093 -2.795 -9.812  0.268
H6 -0.624 -3.608 -11.301  0.080
H7 -1.376 -0.709 -10.156  0.320
H8 -3.052 -0.919 -10.582  0.402
H9 -2.125 -0.277 -12.615  0.181
H10 -2.407 -2.014 -12.714  0.348
H11 0.599 -0.468 -11.152  0.422
H12 0.076 0.545 -12.489  -0.173
H13 2.303 0.357 -12.700  0.220
H14 1.668 -0.556 -14.007  0.400
H15 1.316 -3.255 -12.564  0.042
H16 3.026 -3.602 -12.680  0.268
H17 2.200 -2.903 -14.102  0.281
C7 -1.079 4.588 -16.312  -0.562
O7 0.315 4.761 -16.040  -0.416
C8 1.114 3.838 -16.759  -0.038
C9 2.597 3.986 -16.449  -0.628
O8 2.767 4.188 -15.030  0.021
C10 4.018 3.840 -14.444  -0.537
C11 5.166 4.736 -14.881  -0.710
O9 5.391 4.755 -16.264  -0.352
C12 6.122 3.634 -16.750  -0.663
H18 -1.572 5.523 -16.066  0.370
H19 -1.506 3.786 -15.701  0.009
H20 -1.229 4.305 -17.355  0.368
H21 0.989 3.964 -17.839  0.586
H22 0.809 2.817 -16.502  -0.209
H23 3.103 4.792 -16.974  0.396
H24 3.078 3.049 -16.744  0.312
H25 4.247 2.782 -14.618  0.366
H26 3.881 3.992 -13.373  0.288
H27 6.066 4.411 -14.346  0.458
H28 4.919 5.761 -14.596  0.318
H29 5.498 2.737 -16.805  0.250
H30 6.978 3.410 -16.103  0.330
H31 6.504 3.898 -17.731  0.251
C13 -1.607 0.529 -15.257  -0.454
C14 -1.573 0.705 -16.755  -0.330
O10 -2.804 1.302 -17.193  0.087
P1 -3.633 0.573 -18.338  0.522
O11 -2.893 0.231 -19.544  -0.776
O12 -4.226 -0.666 -17.553  -0.232
C15 -4.447 -1.905 -18.271  -0.277
C16 -5.617 -1.845 -19.228  -1.107
O13 -4.811 1.588 -18.570  -0.366
C17 -5.703 1.992 -17.503  -0.118
C18 -6.956 1.138 -17.467  -0.889
H32 -0.584 0.536 -14.871  -0.119
H33 -2.091 1.407 -14.824  0.269
H34 -2.079 -0.398 -14.947  0.458
H35 -0.782 1.402 -17.034  -0.066
H36 -1.415 -0.237 -17.279  0.463
H37 -3.549 -2.165 -18.829  0.371
H38 -4.637 -2.661 -17.514  0.314
H39 -5.639 -0.935 -19.831  0.310
H40 -5.563 -2.687 -19.922  0.363
H41 -6.594 -1.935 -18.745  0.315
H42 -5.172 2.036 -16.552  0.140
H43 -5.978 3.013 -17.769  0.362
H44 -6.746 0.084 -17.621  0.098
H45 -7.489 1.256 -16.521  0.351
H46 -7.659 1.471 -18.233  0.292

The value obtained for the energy above the lowest of the compared OMol25 structures with the same formula, charge and spin is 304.3 kJ/mol. For the molecular weight, the calculation gives 611.4 g mol⁻¹. As for the spin multiplicity: 11. As for the net charge: +1. The total energy comes out at -4334.757507 a.u. The largest force on an atom comes out at 1.4 eV/Å. The frontier orbital gap (alpha / beta) is 7.4 / 7.3 eV. The expectation value of S² is 30.01.